[1]
C15H27BrO27S6 | ωB97M-V with the def2-TZVPD basis set

Structure (ORCA input):
```
! RIJCOSX wB97M-V def2-TZVPD def2/J DEFGRID3
* xyz 0 1
C 5.768 0.234 -3.475
C 4.556 0.518 -2.617
O 4.647 0.781 -1.452
O 3.326 0.551 -3.189
C 3.053 -0.003 -4.468
C 1.618 -0.448 -4.545
O 0.653 0.624 -4.564
S -0.756 -0.103 -4.629
O -0.961 -0.627 -5.933
O -1.731 0.711 -4.004
O -0.368 -1.286 -3.636
C 1.061 -1.428 -3.494
O 1.440 -1.106 -2.248
Br 1.570 -3.246 -3.971
H 5.588 -0.353 -4.372
H 6.487 -0.295 -2.852
H 6.214 1.186 -3.766
H 3.657 -0.886 -4.681
H 3.207 0.764 -5.232
H 1.529 -0.980 -5.500
H 1.337 -1.844 -1.628
C -2.325 3.733 -3.249
C -3.716 4.282 -3.496
O -3.723 5.530 -2.785
S -2.274 6.198 -2.844
O -2.221 7.157 -3.889
O -1.901 6.550 -1.521
O -1.485 4.900 -3.318
H -2.232 3.290 -2.257
H -2.010 3.018 -3.999
H -4.502 3.647 -3.098
H -3.895 4.476 -4.555
C 3.288 -0.865 2.497
C 2.653 0.181 1.602
O 1.843 -0.601 0.702
S 1.269 -1.878 1.448
O -0.062 -1.650 1.887
O 1.562 -3.003 0.624
O 2.235 -1.833 2.705
H 4.126 -1.366 2.011
H 3.590 -0.467 3.461
H 3.372 0.754 1.024
H 2.016 0.853 2.170
C -0.712 4.067 4.681
C -1.255 2.728 4.236
O -0.185 2.163 3.457
S 1.215 2.618 4.054
O 1.744 1.595 4.889
O 2.003 3.136 2.991
O 0.674 3.795 4.972
H -0.762 4.814 3.887
H -1.207 4.436 5.574
H -2.143 2.810 3.616
H -1.453 2.075 5.086
C -2.131 -6.650 -3.713
C -1.913 -8.078 -4.176
O -0.579 -8.059 -4.708
S 0.327 -7.045 -3.876
O 1.075 -7.742 -2.894
O 0.972 -6.178 -4.797
O -0.865 -6.278 -3.149
H -2.357 -5.982 -4.545
H -2.895 -6.560 -2.946
H -2.597 -8.384 -4.962
H -1.954 -8.786 -3.347
C -2.380 -0.095 8.361
C -3.815 0.204 7.970
O -4.042 1.521 8.498
S -2.703 2.379 8.423
O -2.702 3.183 7.249
O -2.470 2.962 9.692
O -1.709 1.161 8.170
H -2.295 -0.384 9.410
H -1.910 -0.843 7.729
H -4.534 -0.478 8.414
H -3.945 0.228 6.887
*
```

Maximum force = 0.9 eV/Å
Calculated total energy = -7582.27292 Ha
HOMO-LUMO gap = 11.1 eV

***

[2]
C15H27F2N2O8P2 | ωB97M-V with the def2-TZVPD basis set

Structure (ORCA input):
```
! RIJCOSX wB97M-V def2-TZVPD def2/J DEFGRID3
* xyz -1 1
C -1.033 -4.700 2.729
C 0.244 -4.305 1.842
C 0.954 -2.910 2.322
O 0.758 -2.883 3.759
C 1.905 -2.554 4.522
O 1.857 -1.488 5.197
P 2.793 -3.187 1.765
P 3.932 -1.334 1.712
O 3.690 -0.574 0.388
O 5.601 -1.810 1.640
O 3.800 -0.340 3.079
N 0.476 -1.720 1.570
C -0.908 -1.862 1.060
O -1.951 -1.496 1.655
F -1.132 -2.419 -0.249
C 0.522 -0.438 2.323
O 1.183 0.520 1.808
F -0.153 -0.140 3.524
H -1.784 -3.843 2.701
H -1.542 -5.618 2.252
H -0.741 -4.978 3.801
H 1.048 -5.108 2.075
H 0.087 -4.354 0.715
H 2.840 -3.185 4.667
H 3.472 -4.021 2.745
H 5.741 -2.569 2.260
H 4.433 -0.642 3.781
C 0.004 3.824 -0.905
C -0.094 2.475 -1.646
C -0.993 1.510 -0.843
C -2.480 1.852 -0.850
C -2.927 2.606 -2.100
C -2.016 2.414 -3.333
N -0.655 2.808 -2.965
O 0.239 2.699 -4.005
C -2.540 3.384 -4.413
C -2.163 0.976 -3.870
C 1.314 1.840 -1.638
H 0.667 4.514 -1.432
H 0.403 3.695 0.110
H -0.970 4.313 -0.813
H -0.869 0.495 -1.238
H -0.654 1.447 0.199
H -3.054 0.924 -0.751
H -2.727 2.450 0.034
H -3.960 2.324 -2.336
H -2.971 3.673 -1.853
H -2.414 4.425 -4.099
H -3.609 3.224 -4.599
H -2.023 3.255 -5.368
H -3.209 0.768 -4.128
H -1.854 0.216 -3.147
H -1.575 0.822 -4.779
H 1.663 1.680 -0.612
H 2.056 2.478 -2.124
H 1.317 0.866 -2.136
*
```

Maximum force = 7.3 eV/Å
Calculated total energy = -2181.48330 Ha
Energy above the lowest of the compared OMol25 structures with the same formula, charge and spin = 385.2 kJ/mol
HOMO-LUMO gap = 1.7 eV

***

[3]
C15H27F6HgN3O2V | ωB97M-V with the def2-TZVPD basis set

Structure (ORCA input):
```
! RIJCOSX wB97M-V def2-TZVPD def2/J DEFGRID3
* xyz 2 2
N -0.138 1.645 -1.656
C -0.303 2.810 -1.975
O -0.489 3.935 -2.304
Hg 3.007 -0.952 -1.922
V 0.251 0.317 -0.281
N 1.046 -1.484 -0.888
N -1.414 0.288 0.584
C 0.258 -2.345 -1.798
C -2.778 0.657 0.167
C 1.028 -3.612 -2.197
C -1.034 -2.796 -1.116
C -0.091 -1.539 -3.043
C -2.978 2.167 0.342
C -3.826 -0.057 1.023
C -3.001 0.296 -1.292
H 1.974 -3.384 -2.707
H 0.409 -4.192 -2.898
H 1.255 -4.260 -1.340
H -0.829 -3.529 -0.328
H -1.679 -3.286 -1.861
H -1.578 -1.948 -0.675
H -0.698 -0.654 -2.803
H -0.669 -2.180 -3.725
H 0.803 -1.192 -3.580
H -2.851 2.465 1.388
H -3.994 2.440 0.025
H -2.265 2.730 -0.272
H -3.820 0.304 2.058
H -3.653 -1.143 1.020
H -4.826 0.129 0.610
H -4.003 0.634 -1.588
H -2.952 -0.789 -1.442
H -2.277 0.791 -1.942
C 1.368 -2.138 0.403
H 1.185 -1.434 1.235
H 0.771 -3.040 0.603
H 2.429 -2.437 0.451
C -1.183 0.331 2.030
H -0.130 0.570 2.247
H -1.795 1.107 2.517
H -1.427 -0.625 2.525
C 2.842 0.706 2.697
C 2.564 1.602 1.516
O 1.542 1.174 0.664
C 2.194 3.044 2.020
F 3.093 3.527 2.929
F 2.085 3.938 1.014
F 0.979 3.005 2.650
C 3.895 1.733 0.692
F 4.907 2.328 1.388
F 4.340 0.471 0.372
F 3.730 2.399 -0.471
H 1.983 0.720 3.376
H 3.734 1.061 3.227
H 3.009 -0.310 2.329
*
```

Maximum force = 4.0 eV/Å
<S²> = 0.76
Calculated total energy = -2598.49103 Ha
Energy above the lowest of the compared OMol25 structures with the same formula, charge and spin = 0.0 kJ/mol
HOMO-LUMO gap (spin up / spin down) = 5.8 / 7.1 eV

***

[4]
C15H27IN2O5PPdS | ωB97M-V with the def2-TZVPD basis set

Structure (ORCA input):
```
! RIJCOSX wB97M-V def2-TZVPD def2/J DEFGRID3
* xyz -1 1
Pd -0.712 -0.805 -0.126
O 1.867 -2.560 1.530
S 1.662 -1.103 1.482
O 2.741 -0.371 2.130
O 1.560 -0.683 -0.002
O 0.327 -0.755 2.048
C -1.846 3.940 0.140
C -1.926 2.414 0.021
C -2.812 1.901 1.169
P -0.357 1.436 -0.081
C 0.812 2.114 1.171
C 0.194 2.219 2.567
C 1.495 3.428 0.787
C 0.477 1.770 -1.713
C 0.231 3.153 -2.319
C 0.169 0.718 -2.780
H -2.862 4.342 0.095
H -1.269 4.418 -0.646
H -1.426 4.237 1.100
H -2.416 2.157 -0.922
H -2.534 2.385 2.105
H -2.738 0.825 1.311
H -3.857 2.137 0.958
H 1.588 1.351 1.220
H -0.507 3.054 2.640
H 0.998 2.390 3.286
H -0.302 1.294 2.848
H 0.801 4.265 0.705
H 2.058 3.354 -0.143
H 2.211 3.670 1.576
H 1.535 1.666 -1.454
H -0.818 3.277 -2.593
H 0.819 3.244 -3.237
H 0.516 3.974 -1.666
H -0.882 0.736 -3.069
H 0.403 -0.289 -2.438
H 0.774 0.929 -3.667
N 3.062 -4.689 -0.312
C 2.037 -5.477 -0.681
O 2.153 -6.591 -1.176
C 0.689 -4.863 -0.432
C -0.329 -5.622 0.111
C -1.539 -5.011 0.405
C -1.687 -3.665 0.137
N -0.710 -2.929 -0.412
C 0.460 -3.516 -0.669
H 3.989 -5.072 -0.391
H 2.885 -3.853 0.262
H -0.163 -6.675 0.299
H -2.361 -5.565 0.836
H -2.615 -3.145 0.330
H 1.221 -2.886 -1.109
I -3.066 -0.675 -1.232
*
```

Maximum force = 0.8 eV/Å
Calculated total energy = -2238.81004 Ha
Energy above the lowest of the compared OMol25 structures with the same formula, charge and spin = 36.0 kJ/mol
HOMO-LUMO gap = 7.3 eV

***

[5]
C15H27N2O2PdSe2 | ωB97M-V with the def2-TZVPD basis set

Structure (ORCA input):
```
! RIJCOSX wB97M-V def2-TZVPD def2/J DEFGRID3
* xyz 1 3
Pd 0.729 -0.014 -0.736
C 2.603 2.866 0.505
Se 1.645 1.341 1.229
C 3.135 0.101 1.487
C 4.141 0.092 0.357
Se 3.309 -0.158 -1.401
C 4.707 -1.259 -2.193
H 3.324 3.232 1.228
H 1.841 3.622 0.331
H 3.079 2.612 -0.435
H 2.637 -0.857 1.590
H 3.618 0.347 2.427
H 4.829 -0.739 0.485
H 4.717 1.010 0.323
H 4.825 -2.176 -1.620
H 5.629 -0.687 -2.215
H 4.399 -1.492 -3.210
N 0.112 -0.917 -2.741
C -0.203 0.326 -3.509
C -1.071 1.226 -2.634
O -2.198 1.512 -3.017
O -0.536 1.583 -1.487
H 0.812 -1.459 -3.213
H -0.711 -1.496 -2.680
H -0.717 0.139 -4.446
H 0.733 0.839 -3.709
C -3.567 0.119 -0.611
N -3.380 1.045 0.558
C -4.471 0.850 1.564
C -1.971 1.011 1.184
C -1.456 -0.361 1.533
C -1.830 -0.970 2.737
C -1.413 -2.261 3.043
C -0.616 -2.949 2.139
C -0.202 -2.326 0.962
C -0.589 -1.023 0.656
H -4.588 0.233 -0.971
H -3.392 -0.898 -0.276
H -2.878 0.404 -1.398
H -3.468 1.988 0.186
H -4.384 -0.150 1.977
H -5.432 0.957 1.068
H -4.374 1.592 2.354
H -2.043 1.652 2.060
H -1.339 1.471 0.441
H -2.436 -0.420 3.456
H -1.704 -2.723 3.981
H -0.298 -3.965 2.358
H 0.445 -2.871 0.284
*
```

Maximum force = 1.2 eV/Å
<S²> = 2.01
Calculated total energy = -5778.22157 Ha
Energy above the lowest of the compared OMol25 structures with the same formula, charge and spin = 0.0 kJ/mol
HOMO-LUMO gap (spin up / spin down) = 8.0 / 7.9 eV

***

> What is the maximum force in the first record?

0.9 eV/Å